No. 1
Molecular formula: CH5NO2S
Method: DFT, ωB97M-V/def2-TZVPD

```
10
Properties=species:S:1:pos:R:3:forces:R:3
O -2.1328 0.2159 0.0937 -1.2 1.8 1.0
H 0.2439 0.1319 1.3345 0.3 0.1 0.6
H -0.7897 -0.1066 -1.4172 -0.1 0.7 0.9
H -2.3801 -0.6833 0.1245 -0.2 -1.6 0.0
H -0.7389 1.4690 -0.5707 0.1 0.2 0.4
N 0.2043 -0.3372 0.4443 -1.4 1.5 -2.1
H 2.1324 -1.4923 -0.0664 -0.7 1.4 -1.0
O 2.5991 0.4726 0.7510 1.5 2.0 1.4
C -0.9085 0.4082 -0.4107 2.8 -2.3 -1.5
S 1.7703 -0.0782 -0.2832 -1.2 -3.7 0.4
```
Positions in Å, forces in eV/Å.

Results
HOMO level, eV: -9.3
Electronic energy, hartree: -644.4409
ΔE to the lowest compared entry with this formula, charge and spin, eV: 2.813
2S+1: 1
Molecular weight, g/mol: 95.12

No. 2
Molecular formula: CH3BrO2S
Method: DFT, ωB97M-V/def2-TZVPD

```
8
Properties=species:S:1:pos:R:3:forces:R:3
H 0.9712 -0.2172 0.5049 0.0 0.5 0.3
C 0.0313 0.1604 0.1259 -2.6 0.3 -2.8
H -0.9545 -0.1957 0.5445 1.5 0.0 -0.1
H -0.0800 0.0249 -1.0139 0.6 -0.8 1.6
S -0.3554 1.9609 -0.0597 4.9 0.2 0.8
O 0.8855 2.7360 0.0976 -0.8 -0.6 -0.3
O -1.4180 2.2226 0.8501 -2.5 0.6 1.1
Br -2.2531 1.7121 -1.9553 -1.1 -0.1 -0.7
```
Positions in Å, forces in eV/Å.

Results
HOMO level (spin up / spin down), eV: -9.0 / -11.2
Electronic energy, hartree: -3162.4457
ΔE to the lowest compared entry with this formula, charge and spin, eV: 0.000
Expectation value of S²: 2.01
2S+1: 3
Molecular weight, g/mol: 159.00

No. 3
Molecular formula: C46H77NO29S
Method: DFT, ωB97M-V/def2-TZVPD

```
154
Properties=species:S:1:pos:R:3:forces:R:3
H -7.8986 0.4119 1.2653 1.2 -0.2 -0.2
H 0.6500 -5.3666 6.8702 0.1 -0.2 0.0
H -2.9539 4.0718 -3.9606 0.1 -0.1 -0.1
O -3.5284 1.5674 1.2296 -0.2 -0.8 -0.5
O 2.5807 -5.2442 7.6348 0.1 0.0 0.2
C -3.4083 -0.6325 0.1456 -0.1 -1.0 -0.5
H -8.3022 2.5691 -2.2401 -0.1 0.0 0.0
H 5.5395 -5.3927 3.9221 0.2 -0.1 0.0
C -0.8462 1.6859 2.2912 -0.2 0.2 0.5
H 0.4070 3.3001 1.4099 0.0 -1.0 0.1
C 8.1744 3.1271 -7.2944 0.0 0.0 -0.4
C -1.5100 0.3988 1.7240 0.2 -0.4 -0.1
C -10.4849 -0.4284 -5.3903 -0.2 -0.1 -0.3
H -5.6780 -1.5876 -2.3845 0.7 0.2 0.7
C 6.1081 -5.0935 4.8037 -0.3 -0.3 0.1
H -0.0881 1.5789 -1.9651 -0.2 0.7 0.9
O -5.6461 -10.4175 -1.6559 0.1 0.1 0.1
H -2.0138 8.0136 -3.3668 -0.1 -0.1 -0.1
O 3.2150 3.4064 4.0315 0.1 0.0 0.0
H 0.1323 3.2385 -1.3028 -0.7 -0.8 0.4
H -6.5569 6.1106 -1.9147 0.2 -0.1 0.0
H 7.5124 2.2920 -7.5266 0.2 0.0 0.1
C -0.2355 2.2095 -1.0375 0.3 -0.9 -0.2
H 2.2765 1.7475 -1.4266 0.2 0.4 1.0
C -8.8714 1.8376 -1.6661 -0.4 0.2 0.0
C -6.6478 -10.4790 -2.6704 -0.3 -0.1 -0.3
H -9.9812 0.2137 -6.1139 -0.1 0.1 0.1
H 5.5140 6.1753 3.1027 0.0 -0.1 0.2
H 9.3312 1.9733 -2.7222 -0.1 -0.1 -0.1
C -5.3043 0.8612 -1.0775 0.4 -0.6 0.6
C -3.0343 3.7165 -4.9882 -0.4 -0.2 0.3
H -6.3934 0.7853 2.1973 -0.3 -0.5 -1.0
C -5.0874 -9.2111 -1.5089 0.1 -0.2 0.1
H 2.2833 -6.3396 11.3081 0.0 -0.1 -0.1
C 2.1832 1.9229 -0.3215 -0.8 -1.1 0.3
H 4.0221 -6.0719 11.4983 0.0 0.1 -0.2
H -4.5696 1.6886 -1.2692 -0.9 -0.6 0.2
H -7.1947 2.6228 0.9714 0.1 0.3 -0.4
C 1.2428 5.0580 -6.1531 0.4 0.0 0.0
H 2.4547 2.9742 -0.0270 -0.2 -1.0 -0.4
O -2.1681 4.4608 -5.8447 0.2 0.0 -0.1
O 8.6295 1.5111 -5.2432 -0.1 0.1 0.0
C -6.2448 1.2925 0.0911 0.1 0.9 0.5
C 6.6284 1.1048 2.3423 0.0 0.1 0.4
H 8.9788 -3.1111 1.4250 0.0 -0.1 0.1
C 8.2530 2.6343 -5.0265 -0.1 0.1 0.1
O 7.9852 -5.0661 2.9321 -0.1 0.1 0.1
O 4.9541 4.7846 4.4866 -0.1 -0.2 0.1
H 9.2158 2.8511 -7.4641 -0.1 -0.1 0.1
H -1.3341 2.1704 -0.8136 0.9 0.4 -0.1
H 10.2021 -3.6220 2.6344 -0.2 -0.1 0.0
O -10.1663 1.7967 -3.9850 0.1 -0.2 0.0
S 0.7452 -0.9345 2.6205 -0.2 -0.2 -0.2
H 1.6300 4.0434 -6.2543 -0.1 0.0 0.2
O -9.7855 -0.4315 -4.1465 0.1 0.1 0.1
H -4.9598 -3.6700 -3.4066 0.3 -0.7 0.9
H 8.0746 2.8184 -1.8090 -0.1 0.2 -0.2
H -5.9248 0.6959 -1.9989 0.5 0.2 0.8
O 1.6077 -6.9241 8.8030 0.1 0.1 0.0
H -6.2232 -10.2399 -3.6461 -0.1 0.1 0.1
O -4.1831 6.5212 -2.9952 0.0 0.1 0.0
H -3.2932 8.5060 -4.5239 0.1 -0.1 0.1
C -0.8975 -0.8215 1.8412 -1.0 0.2 0.2
C 4.7635 5.3939 3.2096 0.0 0.2 -0.3
C -5.9658 6.4225 -1.0528 -0.3 -0.4 0.2
C -3.0518 -3.1012 -0.5542 -1.7 3.0 -0.3
H 5.9211 1.8183 2.7636 -0.1 -0.1 -0.3
O -3.7815 8.6984 -2.5113 -0.1 -0.1 0.1
H 7.6280 1.5393 2.3861 0.0 -0.2 0.0
H 7.6274 1.4149 -2.7851 0.1 0.0 -0.1
H -5.3217 -4.7600 -1.9583 0.6 0.5 -0.5
O 6.2427 0.8642 0.9881 0.1 -0.1 -0.2
C -2.9291 0.5321 1.0337 1.3 -0.5 0.2
C 7.0293 -0.0012 0.3413 -0.2 0.1 0.0
H 0.5470 -1.2432 3.9423 -0.6 0.1 -0.8
O -0.1644 5.0860 -6.3859 -0.1 -0.1 0.1
C 3.2549 -6.4516 10.8255 0.1 -0.2 0.4
C 7.3122 -1.0383 -1.7188 0.2 -0.3 -0.3
H -8.3204 1.6007 -0.7714 -0.2 -0.3 -0.2
C -9.7087 0.7695 -3.5571 0.1 -0.1 0.1
H -11.5191 -0.1120 -5.2498 0.1 0.1 0.0
C 9.4189 -2.8996 2.3991 0.4 0.1 -0.3
H 9.8624 -1.9067 2.3683 -0.3 0.0 0.2
O -5.2549 7.6276 -1.3390 0.2 0.1 -0.1
H 1.4785 5.4630 -5.1681 0.0 -0.2 0.0
O 8.0327 3.1703 -3.8209 0.0 0.0 -0.2
H 4.9044 4.6652 2.4100 -0.2 0.0 0.1
C -1.5561 -2.1362 1.3056 -0.2 1.7 0.1
H 6.7566 -5.9045 5.1376 0.0 0.0 -0.2
H -7.0263 -11.4994 -2.6976 0.2 0.0 0.2
C -2.8197 8.7214 -3.5653 0.3 0.1 -0.3
H 0.5973 0.4613 0.0235 -0.1 0.9 0.4
H 1.3362 1.9644 2.1865 -0.7 0.1 -0.9
H -10.4831 -1.4484 -5.7714 0.1 0.0 0.2
C 8.2846 2.2820 -2.7331 0.1 -0.2 0.4
H -1.5478 2.5591 2.3715 0.3 -1.2 -0.3
H 7.9252 3.9599 -7.9500 0.0 0.1 0.3
C -4.8556 -1.6294 -1.6332 1.8 -0.5 1.6
H 7.2916 -2.0442 -1.2976 0.1 0.1 0.1
C 3.5326 2.2484 6.3941 -0.2 -0.3 0.2
C 0.4574 2.1808 1.5172 -0.2 -0.4 0.0
O -4.1740 -9.2932 -0.5346 -0.1 -0.1 -0.1
C -4.3856 7.5154 -2.3467 -0.1 0.2 0.1
O -5.3591 -8.2236 -2.1425 0.0 -0.1 0.1
H 3.4630 -7.5021 10.6189 -0.2 0.0 0.0
N -6.6050 2.5294 0.1277 0.6 -1.4 0.4
O 4.3794 3.3171 5.9723 0.0 0.1 -0.2
H -6.6435 6.6247 -0.2251 0.1 0.2 -0.1
H 8.3397 -0.6905 -1.8342 0.0 -0.1 0.1
O 6.5629 -0.1348 -0.9060 0.0 0.1 0.2
C 2.4176 -6.0402 8.6987 0.1 0.1 0.0
C 7.7790 -4.0615 3.5630 0.0 0.2 0.0
H -2.8116 2.6498 -5.0469 0.1 0.1 0.1
O -1.1885 -3.2133 1.7057 -0.4 0.3 -0.5
H -4.1936 -7.3014 0.0643 0.0 0.0 -0.2
H -2.9414 -7.7338 -1.1462 -0.2 0.0 0.0
H 3.8578 1.9433 7.3873 0.2 0.2 -0.1
C -4.1522 -2.9173 -1.5130 0.4 0.8 0.6
O -0.4373 3.7008 -4.6107 0.1 0.0 -0.1
C -2.7064 -1.9354 0.2733 -0.8 -0.6 -1.0
H -4.0560 3.8750 -5.3291 0.2 0.2 -0.2
O 7.9898 -0.5626 0.8023 -0.1 0.1 -0.1
C -4.5566 -4.1113 -2.4519 0.4 1.1 0.3
H -2.5184 -4.0736 -0.4957 -0.4 1.0 0.2
C -0.8777 4.3498 -5.5232 -0.2 0.1 -0.1
H -9.8424 2.2442 -1.3768 0.0 0.0 -0.2
O 6.8694 -3.9170 4.5359 0.1 0.1 -0.1
H -6.4287 -0.7110 1.1582 -0.4 0.9 0.0
O 3.3135 -5.6808 9.6259 -0.1 0.0 -0.2
H 2.4953 2.5801 6.4548 0.1 -0.1 -0.2
H 5.4076 -4.8603 5.6045 0.2 0.2 0.0
C -3.4921 -8.0687 -0.2661 0.2 0.3 0.1
H -0.5534 1.4495 3.3564 -0.2 0.2 -1.1
H -3.6405 -4.7144 -2.6923 -1.0 0.5 0.2
H -2.7812 -8.2571 0.5365 -0.1 -0.2 -0.1
H -5.2780 5.6322 -0.7509 -0.1 0.0 -0.2
C 0.6691 1.5757 0.0846 1.3 1.3 -0.5
C -6.7718 0.3503 1.2259 0.4 0.2 0.0
H 6.5821 0.1842 2.9256 0.2 0.0 -0.1
H 3.6249 1.3949 5.7210 -0.1 0.1 -0.1
H 1.7138 5.6859 -6.9078 -0.3 0.0 0.0
O 8.4144 -2.8950 3.4143 -0.2 -0.2 0.1
H 2.8320 1.1743 0.2217 -0.4 1.0 -0.6
C 1.6840 -5.5156 6.5575 -0.2 0.0 -0.3
H 3.7751 5.8501 3.1443 0.0 -0.2 0.0
H -7.4750 -9.8079 -2.4360 0.1 0.1 -0.1
C -4.5029 -0.4501 -0.8125 0.4 -2.4 -0.5
O -9.0340 0.6257 -2.4108 -0.1 -0.1 -0.2
H 1.9072 -4.8143 5.7549 0.2 0.1 0.2
H 6.8466 -1.0672 -2.7027 -0.1 0.2 0.2
O 7.9817 3.5644 -5.9498 0.0 -0.1 0.2
H 1.8303 -6.5288 6.1811 -0.1 0.0 0.1
H -2.3983 9.7246 -3.6043 -0.2 0.0 0.2
C 4.0929 3.7967 4.7565 0.1 0.1 0.1
```
Positions in Å, forces in eV/Å.

Results
HOMO level, eV: -9.3
Electronic energy, hartree: -4433.8568
SMILES string: [H]/N=C(\C)Cc1cc(C)cc2c1C(=O)C(CCC(C)C)=C(S)C2=O.COC(=O)OC.COC(=O)OC.COC(=O)OC.COC(=O)OC.COC(=O)OC.COC(=O)OC.COC(=O)OC.COC(=O)OC.COC(=O)OC
2S+1: 1
Molecular weight, g/mol: 1140.17

No. 4
Molecular formula: C17H21NO3
Method: DFT, ωB97M-V/def2-TZVPD

```
42
Properties=species:S:1:pos:R:3:forces:R:3
H 0.2341 -1.0817 -1.9583 0.1 0.0 -0.1
C 4.1323 0.6275 -0.2113 0.2 0.0 0.0
C -0.0457 2.8549 -0.6790 0.0 -0.6 0.2
H -2.6872 -2.1955 1.2708 0.0 0.0 0.0
H 2.0127 -3.5367 1.7048 0.0 0.0 0.0
H 3.8536 -2.6406 0.5598 0.0 -0.1 0.0
O -3.4554 0.6669 0.1408 -0.1 0.4 0.1
H 0.1700 2.9751 -1.7214 0.0 -0.1 -0.2
H 5.5454 -0.9187 0.2268 0.1 0.0 0.0
H -0.2011 -0.3555 0.3969 0.0 0.1 -0.1
H 2.1078 -4.0627 -0.0004 0.0 0.0 0.0
H -0.5878 4.9107 -0.0031 -0.1 0.2 0.0
H -0.9113 3.6334 2.3819 0.0 -0.1 0.2
N -2.2822 -0.9133 -0.9620 0.3 -0.2 -0.3
C 2.1943 -1.3295 0.1685 0.1 0.2 0.0
C -1.6327 -0.0122 -1.8831 0.1 0.2 -0.3
H 0.5428 -4.0564 0.8468 0.1 0.0 0.0
C -4.5919 -2.4813 0.2851 0.1 0.0 0.1
O 1.1765 -2.2348 0.3209 0.0 0.4 -0.1
H -3.9829 -1.1329 1.8520 0.1 0.0 0.0
C 1.4953 -3.5382 0.7404 0.1 -0.2 0.1
H -5.4491 -1.8833 -0.0141 -0.1 0.0 -0.1
O -0.3461 1.9496 1.3256 0.0 -0.4 0.2
C 2.7889 0.9399 -0.3439 0.0 -0.1 0.0
C -0.0034 1.6990 0.0459 0.1 0.1 -0.8
H -4.1812 -2.9589 -0.6022 0.0 -0.1 -0.1
C -0.6127 3.2616 1.4222 -0.1 0.8 -0.3
C 1.8105 -0.0183 -0.1529 -0.1 -0.2 0.1
C -3.5487 -1.5969 0.9662 -0.1 0.1 0.0
H 2.4912 1.9475 -0.5917 0.0 0.1 0.0
C 3.5400 -1.6400 0.3066 -0.2 -0.3 0.1
H 4.8821 1.3889 -0.3615 0.1 0.1 0.0
C -0.4447 3.8735 0.2210 -0.1 -0.1 0.6
C -0.1125 -0.0704 -1.7338 -0.4 0.1 0.3
C 0.3362 0.2881 -0.3079 0.0 0.0 0.1
H -2.0051 0.9882 -1.6515 0.0 -0.1 -0.1
H -1.9141 -0.2690 -2.9110 0.0 0.1 0.1
C 4.5025 -0.6615 0.1164 0.0 0.1 0.0
H 0.3496 0.6116 -2.4473 0.1 0.0 -0.1
H -4.9333 -3.2565 0.9677 -0.1 -0.1 0.0
C -3.0945 -0.4849 0.0328 -0.1 -0.5 0.3
H -1.9510 -1.8652 -0.9516 -0.1 0.0 0.1
```
Positions in Å, forces in eV/Å.

Results
HOMO level, eV: -8.3
Electronic energy, hartree: -940.8647
ΔE to the lowest compared entry with this formula, charge and spin, eV: 1.452
SMILES string: CCC(=O)NCC[C@H](c1ccco1)c1ccccc1OC
2S+1: 1
Molecular weight, g/mol: 287.36